Record 1
A 2-piece molecular cluster, C2H2ClN overall, computed with ωB97M-V with the def2-TZVPD basis set.

Geometry as XYZ:
```
6
Properties=species:S:1:pos:R:3:lowdin_spin:R:1
C 1.22 -1.00 -0.01 0.730
C -0.74 0.83 0.04 0.786
N 1.92 -1.86 0.26 0.162
Cl -1.93 0.02 -0.88 0.215
H -0.24 0.39 0.90 0.061
H -0.24 1.62 -0.31 0.046
```

Properties
Expectation value of S²: 2.015
Molecular weight, g mol⁻¹: 75.50
HOMO-LUMO gap (spin up / spin down), eV: 9.90 / 7.41
Maximum force, eV/A: 3.61
LUMO (spin up / spin down), Eh: 0.0378 / -0.1601
HOMO (spin up / spin down), eV: -8.87 / -11.76
2S+1: 3



Record 2
One molecule with the formula C2H2ClNO4, computed with ωB97M-V with the def2-TZVPD basis set.

Geometry as XYZ:
```
10
Properties=species:S:1:pos:R:3:nbo_charge:R:1
O -2.72 0.19 -0.45 -0.451
C -1.80 0.22 0.24 0.406
C -0.43 -0.38 -0.09 -0.048
Cl -0.60 -2.01 0.51 0.029
O 0.89 0.13 0.64 -0.377
N 2.01 0.45 -0.13 0.741
O 2.00 0.29 -1.31 -0.363
O 2.85 0.91 0.57 -0.312
H -1.91 0.66 1.19 0.126
H -0.29 -0.48 -1.17 0.250
```

Properties
Molecular weight, g mol⁻¹: 139.49
HOMO-LUMO gap, eV: 10.91
Maximum force, eV/A: 4.42
SMILES: O=C[C@H](Cl)O[N+](=O)[O-]
LUMO, Eh: -0.0047
HOMO, eV: -11.04



Record 3
A 2-piece molecular cluster, C2H2ClP overall, computed with ωB97M-V with the def2-TZVPD basis set.

Geometry as XYZ:
```
6
Properties=species:S:1:pos:R:3:nbo_charge:R:1
C 0.31 0.27 0.89 -0.398
C 0.90 -0.40 -0.08 -0.395
P 0.18 1.13 -0.67 0.949
Cl -2.93 0.04 -1.77 -0.679
H 0.09 0.26 1.94 0.261
H 1.45 -1.29 -0.31 0.262
```

Properties
Molecular weight, g mol⁻¹: 92.46
HOMO-LUMO gap (spin up / spin down), eV: 6.50 / 5.68
Maximum force, eV/A: 2.12
LUMO (spin up / spin down), Eh: -0.0798 / -0.0933
HOMO (spin up / spin down), eV: -8.68 / -8.22



Record 4
C2H2ClP as an isolated structure, computed with ωB97M-V with the def2-TZVPD basis set.

Geometry as XYZ:
```
6
Properties=species:S:1:pos:R:3:nbo_charge:R:1
C 1.46 -0.42 -1.24 -0.333
C -0.95 0.16 0.36 -0.819
P -0.18 -0.96 -0.60 0.627
Cl 2.31 0.08 0.12 0.070
H -1.87 -0.06 0.94 0.240
H -0.77 1.20 0.41 0.214
```

Properties
Molecular weight, g mol⁻¹: 92.46
HOMO-LUMO gap (spin up / spin down), eV: 7.42 / 7.42
Maximum force, eV/A: 1.30
LUMO (spin up / spin down), Eh: -0.0569 / -0.0569
HOMO (spin up / spin down), eV: -8.96 / -8.96